1.
Density functional theory data (wB97M-V/def2-TZVPD) for C45H49I2MoN2OP2S2Si as an isolated structure.

Element x y z (Å)
Mo -0.07704 -0.52241 -0.45442
I -1.10975 3.59692 3.02738
C 0.33671 2.10850 3.27444
I 1.27196 1.23270 1.53497
H -0.07640 1.27242 3.82435
H 1.20061 2.53154 3.77450
C 3.11339 -1.61066 -0.85585
N 2.16542 -2.72552 -0.52359
P 1.35008 -2.33416 0.97153
C 0.71412 -3.86210 1.66945
C -0.20676 -3.76993 2.71033
C -0.53723 -4.89756 3.44443
C 0.05782 -6.11559 3.14353
C 0.99810 -6.20277 2.12408
C 1.34081 -5.07536 1.39567
C 2.65578 -1.99453 2.17594
C 3.89921 -2.60856 2.01097
C 4.83434 -2.56116 3.03329
C 4.52452 -1.93381 4.23295
C 3.26858 -1.37157 4.41971
C 2.33547 -1.40515 3.39644
P 0.80344 -2.68911 -1.59792
C 1.48716 -2.82170 -3.26585
C 0.60708 -2.71798 -4.34406
C 1.02942 -3.04280 -5.62186
C 2.32736 -3.49288 -5.83178
C 3.19408 -3.63826 -4.75729
C 2.77742 -3.31424 -3.47421
C -0.16216 -4.19087 -1.53756
C 0.45166 -5.44292 -1.62415
C -0.32522 -6.56911 -1.81451
C -1.70601 -6.44932 -1.96338
C -2.31071 -5.20324 -1.92777
C -1.53574 -4.07125 -1.71482
H 4.05347 -1.75465 -0.33533
H 2.72870 -0.62243 -0.55243
H 3.30459 -1.58275 -1.92252
H -0.66865 -2.82012 2.95984
H -1.25469 -4.82763 4.25264
H -0.20093 -6.99758 3.71598
H 1.47731 -7.14907 1.90864
H 2.10406 -5.13670 0.63076
H 4.13374 -3.15842 1.10727
H 5.80058 -3.02967 2.89895
H 5.25628 -1.90135 5.02951
H 3.01250 -0.91633 5.36776
H 1.34598 -0.99451 3.57231
H -0.42575 -2.42262 -4.18999
H 0.34046 -2.96584 -6.45364
H 2.65615 -3.75050 -6.83030
H 4.19514 -4.01785 -4.91356
H 3.45490 -3.47766 -2.64494
H 1.52950 -5.53527 -1.55446
H 0.14173 -7.54442 -1.86727
H -2.30658 -7.33590 -2.12295
H -3.38151 -5.11366 -2.06287
H -2.00392 -3.09329 -1.69187
C -6.33826 5.29929 -2.05639
C -5.03886 4.56198 -1.92539
C -4.53529 3.78915 -2.96846
C -3.32179 3.13296 -2.84457
C -2.59806 3.24880 -1.66309
C -3.08283 4.01555 -0.60261
C -4.29412 4.65816 -0.74073
S -1.03267 2.47855 -1.65572
C -0.00630 3.73893 -0.92771
O -1.03946 1.33534 -0.58181
H -6.86143 5.03550 -2.97267
H -6.15897 6.37620 -2.06616
H -6.99126 5.08938 -1.20783
H -5.09332 3.71189 -3.89428
H -2.92984 2.55136 -3.67128
H -2.51794 4.12238 0.31522
H -4.67274 5.26466 0.07491
H -0.10633 4.63145 -1.54650
H 1.02156 3.38166 -0.95372
H -0.31491 3.93868 0.09722
S 0.07931 0.68622 -4.90701
C -1.51366 0.23002 -4.50885
C -1.57770 -0.21786 -3.23166
N -0.35599 -0.21431 -2.58525
C 0.60188 0.23879 -3.37191
H -2.32083 0.31122 -5.22174
H -2.46585 -0.53515 -2.70542
H 1.63740 0.31483 -3.06932
C -2.08748 -0.27271 2.37923
Si -2.29690 -1.17206 0.75852
C -2.67599 -2.97688 1.03947
C -3.66590 -0.41991 -0.24696
C -4.35033 -1.17238 -1.21027
C -5.46956 -0.66771 -1.85772
C -5.94690 0.59288 -1.52256
C -5.29333 1.34857 -0.55758
C -4.15482 0.85508 0.05975
H -2.96996 -0.50999 2.98484
H -2.04637 0.81055 2.25208
H -1.20484 -0.60250 2.93276
H -3.00912 -3.06835 2.07925
H -1.86102 -3.67790 0.89115
H -3.51199 -3.27969 0.40475
H -4.03131 -2.18457 -1.44706
H -5.99089 -1.26854 -2.59307
H -6.84108 0.97576 -1.99977
H -5.67853 2.32129 -0.27965
H -3.65739 1.46820 0.80560

**Net charge**: +3
**E_LUMO (spin up / spin down)**: -8.934 / -8.768 eV
**E_tot**: -4360.18176 Ha
**2S+1**: 3
**Energy relative to the best compared isomer or geometry (same formula, charge and spin)**: 304.0 kJ/mol
**Kohn-Sham gap (spin up / spin down)**: 6.83 / 6.88 eV

2.
Density functional theory data (wB97M-V/def2-TZVPD) for a 6-piece molecular cluster, C45H50Cl2N5O3 overall.

Element x y z (Å)
C -2.30454 2.65320 1.43469
N -3.04211 1.53789 2.09259
C -2.42021 0.35759 2.25242
C -3.12822 -0.70536 2.81144
C -4.47515 -0.58216 3.12195
C -5.07980 0.67670 2.98636
C -4.30566 1.69178 2.49527
C -5.28607 -1.79842 3.36400
C -6.35982 -2.13525 2.53780
C -7.01662 -3.32805 2.73158
N -6.67488 -4.18130 3.71990
C -5.70236 -3.80453 4.54964
C -4.92884 -2.67311 4.39553
C -7.38794 -5.47184 3.90212
H -2.47245 2.57730 0.36688
H -1.29071 2.60052 1.80290
H -2.79806 3.57065 1.75331
H -1.37727 0.29182 1.94321
H -2.63007 -1.66629 2.83439
H -6.11948 0.79618 3.25374
H -4.81299 2.59942 2.18730
H -6.67049 -1.46405 1.75012
H -7.90335 -3.54264 2.15149
H -5.38373 -4.47941 5.33818
H -4.02527 -2.54620 4.97297
H -6.62998 -6.24866 3.85636
H -8.15033 -5.56004 3.13822
H -7.85933 -5.45429 4.88237
C 1.07129 0.36756 -3.08732
N -0.18978 -0.20500 -3.65847
C -1.29623 0.08934 -2.96061
C -2.43489 -0.66755 -3.24113
C -2.38247 -1.71839 -4.14968
C -1.19224 -1.94860 -4.84044
C -0.11711 -1.13831 -4.61565
C -3.54195 -2.64334 -4.28918
C -3.37231 -3.97952 -3.91136
C -4.49919 -4.75518 -3.81087
N -5.73620 -4.25433 -4.02937
C -5.90824 -2.97883 -4.39417
C -4.81711 -2.13470 -4.51561
C -6.87955 -5.12716 -3.60020
H 1.07387 0.04384 -2.04413
H 0.87832 1.43950 -3.14072
H 1.87194 0.14737 -3.78242
H -1.17979 0.86991 -2.20833
H -3.28615 -0.50852 -2.59055
H -1.15978 -2.81705 -5.48542
H 0.87073 -1.36687 -4.98689
H -2.42332 -4.49971 -3.91366
H -4.44835 -5.80036 -3.53610
H -6.91593 -2.58936 -4.45058
H -4.95095 -1.16272 -4.97068
H -6.89584 -5.94760 -4.31677
H -7.75767 -4.54253 -3.87201
H -6.76947 -5.38989 -2.55951
C 0.55935 2.30400 0.15406
O 0.01359 1.01063 0.07077
H -0.15811 3.06394 -0.18787
H 0.97872 2.43863 1.16811
H 1.48526 2.37708 -0.45542
Cl -0.08094 -2.97462 2.21174
C 1.13029 -1.99797 1.34340
C 1.49747 -0.91158 2.30936
Cl 2.34485 -1.55062 3.73399
H 0.69734 -1.54382 0.44881
H 1.94339 -2.60332 0.94742
H 0.58094 -0.43905 2.67255
H 1.97642 -0.01777 1.90885
C 4.21781 2.66844 4.28476
C 2.69856 2.54955 3.94123
C 1.72060 2.56750 5.11306
C 0.38934 2.13603 4.67722
N -0.66417 1.82277 4.36290
H 4.63815 3.24905 3.47184
H 4.57635 1.64783 4.38244
H 4.35094 3.20022 5.22495
H 2.53704 1.61636 3.39422
H 2.52415 3.27743 3.14639
H 1.49518 3.56866 5.49841
H 2.08858 2.02023 5.97917
C 10.65467 4.36935 -2.29142
C 10.20354 5.08308 -1.18844
C 8.89648 4.92827 -0.75446
C 7.98504 4.20441 -1.50423
C 8.43653 3.53526 -2.65341
C 9.76122 3.61199 -3.04577
C 7.54673 2.55372 -3.35200
O 7.76512 2.08899 -4.43347
C 6.32949 2.08709 -2.60016
C 5.67878 0.94978 -3.04836
C 4.61610 0.40082 -2.33435
C 4.22873 1.04458 -1.16566
C 4.89119 2.16249 -0.70638
C 5.94934 2.72297 -1.40783
C 6.65915 3.92383 -0.92192
O 6.22459 4.56507 -0.01101
H 11.70602 4.33445 -2.54337
H 10.90933 5.75383 -0.71778
H 8.56002 5.50892 0.09485
H 10.06453 2.99440 -3.88109
H 6.02062 0.39874 -3.91440
H 4.02706 -0.41381 -2.73562
H 3.38033 0.65741 -0.60601
H 4.58833 2.56133 0.25502

**Net charge**: +3
**E_LUMO**: -8.808 eV
**E_tot**: -3163.62353 Ha
**Energy relative to the best compared isomer or geometry (same formula, charge and spin)**: 0.0 kJ/mol
**Kohn-Sham gap**: 3.92 eV

3.
Density functional theory data (wB97M-V/def2-TZVPD) for C45H50CrN3O8P as an isolated structure.

Element x y z (Å)
Cr -2.09320 14.90124 10.52345
C -5.75251 13.05728 6.73331
O -4.81932 13.98618 6.95355
C -5.03190 15.13081 7.57584
C -5.95371 16.01797 6.97580
C -6.10792 17.31407 7.44399
C -5.25479 17.60280 8.57594
C -4.65565 16.72753 9.23826
C -3.80545 17.32441 10.26679
N -2.91872 16.73990 10.98662
N -2.08516 17.60355 12.03036
C -0.95085 16.89853 12.34142
O -1.03089 15.58927 11.97138
C -0.12457 17.34611 13.24389
C -0.29975 17.68390 14.67607
C 0.54955 18.12352 15.50277
C 1.86842 18.60835 15.06833
C 2.25797 18.40454 13.70681
C 1.48380 17.70070 12.86173
C -4.39651 15.35413 8.75219
O -3.46442 14.51656 9.12116
H -6.02665 13.06977 5.78532
H -6.73473 13.21564 7.30696
H -5.39274 12.06118 7.13925
H -6.11184 15.93017 5.83914
H -6.72859 17.92709 6.73667
H -5.37826 18.63100 8.91074
H -3.73877 18.41247 10.54537
H -1.31275 18.39594 14.78277
H 0.46114 18.10989 16.41246
H 2.76573 18.64273 15.63878
H 3.44355 18.73139 13.63870
H 2.06973 17.16183 11.93373
C -3.69757 15.32752 17.10447
O -2.67937 14.34332 16.96418
C -2.52028 13.82588 15.72816
C -1.53824 12.69157 15.61262
C -1.03291 12.32779 14.43529
C -1.73474 12.77002 13.12320
C -0.98325 12.55394 11.77349
C -0.17192 11.27581 11.69957
O -1.37333 13.19592 10.73080
C -2.72359 13.75401 13.18894
O -3.20227 14.27635 12.16140
C -3.06879 14.42707 14.49958
H -4.16478 14.92115 18.36621
H -4.60325 15.16023 16.43067
H -3.30549 16.37229 17.02777
H -0.99596 12.28022 16.44012
H -0.09979 11.75669 14.29928
H -0.72834 10.55407 12.36127
H 0.90496 11.86398 12.27030
H 0.10560 10.94375 10.67989
H -3.53866 15.44570 14.38386
C -2.35627 22.20610 10.50001
C -1.90964 20.87226 9.95673
P -1.37148 20.86265 8.16666
C -1.87795 18.97221 8.13293
C -2.38226 18.23034 6.93137
C -2.62249 21.84964 6.86715
C -3.97536 21.78491 6.17830
H -3.53794 22.12335 9.89248
H -2.07542 22.95610 9.70691
H -2.63041 23.00655 11.45933
H -2.60615 20.03841 10.32848
H -1.21664 20.60164 10.73797
H -2.39417 18.95128 9.04226
H -1.01013 18.61336 8.50346
H -2.98775 19.07390 6.31879
H -2.94572 17.27804 6.83058
H -1.62894 18.23704 6.18170
H -1.89725 21.16722 6.33805
H -1.91586 22.68010 6.55403
H -4.53034 22.97630 6.12016
H -4.41498 20.87341 6.69829
H -4.22259 21.56396 5.07193
C 4.12644 21.07495 11.45623
C 4.20627 19.46196 11.06295
C 5.39852 18.69505 11.12309
C 5.48454 17.51102 10.44198
C 4.36488 17.05968 9.76134
C 3.27414 17.77604 9.66353
N 2.11064 17.11207 9.04283
C 2.16422 16.37418 7.92687
C 2.88342 16.63234 6.91041
C 2.91564 16.00910 5.58520
C 1.98830 15.09196 5.40801
C 1.05685 14.85108 6.47990
C 1.11573 15.33645 7.74647
C 0.32995 14.96302 8.88644
O -0.93843 15.07967 8.97691
O 0.94497 14.62860 9.88692
C 3.06512 18.99991 10.35754
C 1.82311 19.80328 9.91092
H 5.03598 20.94486 12.42447
H 3.09784 21.40305 11.59221
H 4.63159 21.53085 10.52772
H 6.35919 19.34351 11.33118
H 6.12820 16.64729 10.61078
H 4.55174 15.98157 9.24186
H 1.38719 16.90797 9.90002
H 3.69911 17.54887 6.95634
H 3.74487 16.40656 5.12337
H 1.73488 14.77171 4.42077
H 0.10418 14.29503 5.99071
H 1.15386 18.83580 9.58537
H 2.03745 20.39354 9.01955
H 1.64391 20.64985 10.68101

**Net charge**: -2
**E_LUMO (spin up / spin down)**: 4.171 / 4.171 eV
**E_tot**: -3895.92204 Ha
**2S+1**: 5
**Energy relative to the best compared isomer or geometry (same formula, charge and spin)**: 2547.2 kJ/mol
**Kohn-Sham gap (spin up / spin down)**: 3.51 / 5.91 eV

4.
Density functional theory data (wB97M-V/def2-TZVPD) for C45H50FLiN3O3 as an isolated structure.

Element x y z (Å)
Li 0.25255 -0.88181 -0.09491
C -5.15595 2.90956 3.47643
C -5.46891 2.17935 2.17249
C -6.32142 3.00534 1.21706
C -5.57872 4.26735 0.79281
C -4.15846 3.95730 0.37995
C -3.43650 4.85469 -0.37959
C -2.14689 4.54667 -0.79495
F -1.48842 5.46558 -1.53659
C -1.54813 3.35743 -0.48930
C -2.25812 2.43696 0.28727
C -1.62016 1.14253 0.61137
O -0.43142 0.97649 0.32775
C -2.47261 0.17042 1.25522
C -3.69209 0.56885 1.69221
N -4.23238 1.79629 1.49251
C -3.55125 2.73528 0.72820
C -2.09650 -1.30045 1.47963
O -2.80296 -1.93060 2.27474
O -1.13754 -1.71698 0.78126
H -6.07808 3.21771 3.97329
H -4.54588 3.79483 3.29321
H -4.60154 2.25452 4.14883
H -5.98800 1.24980 2.40841
H -7.27045 3.25376 1.69445
H -6.54020 2.39691 0.33627
H -5.57983 4.99950 1.60517
H -6.09622 4.73637 -0.04601
H -3.87700 5.79879 -0.67817
H -0.55300 3.10524 -0.83757
H -4.29020 -0.14125 2.25211
C 1.14080 0.85676 3.34598
C 2.08929 -0.05952 2.57020
C 3.54952 0.33427 2.80148
C 1.87159 -1.52492 2.90419
C 1.82646 -1.93174 4.22922
C 1.62371 -3.26288 4.56154
C 1.43043 -4.18887 3.55169
C 1.47245 -3.82248 2.20905
C 1.09205 -4.84783 1.15568
C 2.09780 -5.99738 1.08033
C -0.32735 -5.36947 1.40427
C 1.74415 -2.48797 1.89000
N 1.79798 -2.04781 0.54951
C 2.70987 -2.51525 -0.21638
C 2.95722 -2.19770 -1.60370
C 4.01934 -2.90606 -2.19576
C 4.47489 -2.65288 -3.46528
C 3.86325 -1.60374 -4.17633
C 2.82872 -0.88567 -3.64252
C 2.27162 -1.17207 -2.34705
N 1.20929 -0.53146 -1.86282
C 0.81546 0.66126 -2.49476
C 1.53383 1.84012 -2.21804
C 1.16489 3.03679 -2.82117
C 0.07573 3.10333 -3.67575
C -0.66574 1.95394 -3.89523
C -0.32625 0.73185 -3.31513
C -1.21313 -0.45948 -3.64571
C -0.51861 -1.46104 -4.57362
C -1.79829 -1.17853 -2.42976
C 2.68332 1.82664 -1.22773
C 4.01816 2.15053 -1.89971
C 2.40919 2.77392 -0.05534
H 1.15465 1.86019 2.91444
H 1.43468 0.93756 4.39669
H 0.11634 0.48267 3.30532
H 1.88312 0.08098 1.50975
H 3.82691 0.17977 3.84784
H 3.70832 1.38748 2.55621
H 4.21969 -0.26620 2.18220
H 1.93858 -1.19368 5.01571
H 1.57915 -3.56878 5.59960
H 1.21355 -5.21911 3.81081
H 1.07358 -4.35222 0.18478
H 2.14997 -6.52747 2.03507
H 3.10178 -5.63645 0.84709
H 1.80511 -6.71590 0.31076
H -0.36862 -6.00187 2.29502
H -0.66375 -5.96753 0.55368
H -1.02089 -4.53826 1.54041
H 3.44245 -3.21398 0.21278
H 4.50259 -3.67461 -1.59923
H 5.28894 -3.22172 -3.89400
H 4.21660 -1.35643 -5.17201
H 2.37995 -0.08488 -4.21709
H 1.73120 3.93750 -2.60775
H -0.21415 4.04236 -4.13084
H -1.54184 1.99862 -4.53454
H -2.05750 -0.03676 -4.19973
H 0.31317 -1.94482 -4.06158
H -0.12862 -0.96985 -5.46785
H -1.22281 -2.23728 -4.88594
H -1.03805 -1.74934 -1.90006
H -2.57734 -1.87492 -2.75132
H -2.24652 -0.47703 -1.72039
H 2.74734 0.81710 -0.81703
H 4.00198 3.15530 -2.33195
H 4.23606 1.43802 -2.69827
H 4.83320 2.10820 -1.17258
H 2.35879 3.81556 -0.38435
H 3.20606 2.69659 0.68890
H 1.46093 2.52004 0.42450

**Net charge**: -1
**E_LUMO**: 2.188 eV
**E_tot**: -2242.42319 Ha
**Kohn-Sham gap**: 6.19 eV

Which formula does entry 3 have? C45H50CrN3O8P

What is the E_tot in the fourth record? -2242.42319 Ha

Among the records above, which one has the highest E_tot? C45H50FLiN3O3

Among the records above, which one has the highest E_tot? C45H50FLiN3O3